# C7H8O2

A 2-piece molecular cluster, C7H8O2 overall (ωB97M-V/def2-TZVPD, OMol25).

```
! RIJCOSX wB97M-V def2-TZVPD def2/J DEFGRID3
* xyz 0 1
C 1.98659 -1.94143 0.10068
C 2.01346 -0.46213 -0.01208
O 2.71204 -0.04730 -0.93662
C 1.18686 0.35855 0.89237
C 1.02490 1.64113 0.65776
O 0.77173 2.74779 0.34636
H 2.83103 -2.19030 0.69279
H 1.87496 -2.56275 -0.80120
H 1.13175 -2.36729 0.65703
H 0.76281 -0.11621 1.75185
C -2.42960 2.23222 -1.11601
C -2.34118 1.19938 -0.53050
C -2.23325 -0.13812 -0.06715
H -2.51536 3.23711 -1.63414
H -1.36696 -0.44673 0.46888
H -2.24378 -0.83924 -0.88462
H -3.16599 -0.30470 0.41459
*
```

As for the SMILES: CC(=O)C=C=O.C#CC. Its relative energy (zero: lowest compared OMol25 entry of this formula, charge and spin) is 338.26 kJ/mol. The value obtained for the orbital gap is 10.26 eV. For the maximum force, the calculation gives 3.8 eV/Å.

Here are the Mulliken charges for atoms 1 to 8, given in e: atom 1 (C): -1.084, atom 2 (C): 0.870, atom 3 (O): -0.601, atom 4 (C): -1.002, atom 5 (C): 0.702, atom 6 (O): -0.328, atom 7 (H): 0.296, atom 8 (H): 0.338


# C7H8O2S

One molecule with the formula C7H8O2S (ωB97M-V/def2-TZVPD, OMol25).

```
! RIJCOSX wB97M-V def2-TZVPD def2/J DEFGRID3
* xyz 0 1
C 2.40938 -1.60848 0.73114
C 1.43465 -0.93851 0.47329
C 0.29460 -0.07896 0.20833
C -0.07644 0.76084 1.41160
O 0.86177 1.85565 1.65221
S 0.98904 1.26581 -1.01840
C -0.40373 1.10380 -1.96117
C -1.24648 0.17973 -1.59919
C -0.76835 -0.83011 -0.57437
O -1.82252 -1.23781 0.29750
H 3.15285 -2.23098 1.18783
H 0.00813 0.14844 2.32405
H -1.02577 1.21299 1.38399
H 1.65575 1.40528 1.73859
H -0.44533 1.77554 -2.76105
H -2.09505 -0.08017 -2.24448
H -0.33758 -1.78924 -1.05644
H -2.58493 -0.91380 -0.19343
*
```

As for the SMILES: C#C[C@@]1(CO)SC=C[C@@H]1O. Its relative energy (zero: lowest compared OMol25 entry of this formula, charge and spin) is 317.81 kJ/mol. The value obtained for the orbital gap is 9.06 eV. For the maximum force, the calculation gives 3.0 eV/Å.

Here are the Mulliken charges for atoms 1 to 8, given in e: atom 1 (C): 0.042, atom 2 (C): -1.561, atom 3 (C): 1.289, atom 4 (C): -0.631, atom 5 (O): -0.545, atom 6 (S): -0.101, atom 7 (C): -0.290, atom 8 (C): -0.787


# C7H8O3S

One molecule with the formula C7H8O3S (ωB97M-V/def2-TZVPD, OMol25).

```
! RIJCOSX wB97M-V def2-TZVPD def2/J DEFGRID3
* xyz 0 1
O -1.01131 1.38589 -3.06202
C -0.34375 0.67422 -2.43207
C 0.31857 -0.37427 -1.99272
C 0.57664 -0.54500 -0.52148
C -0.71421 -0.62169 0.34585
C -1.09864 0.81575 0.64413
C -0.13727 1.55868 -0.16012
S -0.08058 3.38691 0.27032
O 0.88455 4.17677 -0.38486
O -1.36587 3.97983 0.37061
C 1.09209 0.80939 -0.13339
H 0.76637 -1.06663 -2.65049
H 1.18526 -1.57571 -0.40326
H -0.45699 -1.08824 1.25265
H -1.47907 -1.21380 -0.10756
H -2.06440 1.00052 0.31095
H -1.03318 0.92769 1.73970
H 1.37154 0.93143 0.99853
H 2.14714 1.03508 -0.61593
*
```

As for the SMILES: O=C=C[C@@H]1CCC(=S(=O)=O)C1. Its relative energy (zero: lowest compared OMol25 entry of this formula, charge and spin) is 502.95 kJ/mol. The value obtained for the orbital gap (spin up / spin down) is 7.06 / 7.17 eV. For the maximum force, the calculation gives 6.2 eV/Å.

Here are the Mulliken charges for atoms 1 to 8, given in e: atom 1 (O): -0.415, atom 2 (C): 0.927, atom 3 (C): -1.138, atom 4 (C): 0.318, atom 5 (C): -0.951, atom 6 (C): -0.649, atom 7 (C): 0.065, atom 8 (S): 0.811


# C7H8S

C7H8S as an isolated structure (ωB97M-V/def2-TZVPD, OMol25).

```
! RIJCOSX wB97M-V def2-TZVPD def2/J DEFGRID3
* xyz 0 1
C 1.50174 -0.43511 0.83255
C 0.17856 -0.21058 1.33764
C 1.98494 -0.15029 -0.38915
C -0.76912 -0.02002 0.53529
C 1.23071 0.39036 -1.44756
C -0.26502 0.47136 -1.27519
C -2.24072 -0.11574 0.75264
S 0.39328 2.01651 -1.34970
H 2.17958 -0.96570 1.46339
H 0.12492 -0.30210 2.35911
H 3.01906 -0.41955 -0.71114
H 1.71526 0.34934 -2.44197
H -1.14495 -0.03167 -1.90226
H -2.43358 -1.17935 0.76851
H -2.78189 0.21304 -0.12496
H -2.69279 0.38950 1.59281
*
```

Its relative energy (zero: lowest compared OMol25 entry of this formula, charge and spin) is 303.65 kJ/mol. The value obtained for the orbital gap is 8.99 eV. For the maximum force, the calculation gives 7.2 eV/Å.

Here are the Mulliken charges for atoms 1 to 8, given in e: atom 1 (C): -0.163, atom 2 (C): -0.378, atom 3 (C): -0.450, atom 4 (C): 0.127, atom 5 (C): -0.371, atom 6 (C): -0.149, atom 7 (C): -1.296, atom 8 (S): -0.171


# C7H8S

One molecule with the formula C7H8S (ωB97M-V/def2-TZVPD, OMol25).

```
! RIJCOSX wB97M-V def2-TZVPD def2/J DEFGRID3
* xyz 0 1
S -3.17874 -0.62869 -1.07607
C -2.14018 0.14412 0.15165
C -0.64780 -0.59600 0.60809
C -0.70844 0.44212 -0.20571
C 0.32989 1.23069 -0.86503
C 1.55824 0.59301 -0.15742
C 1.52533 -0.54619 0.85923
C 0.47965 -1.29222 1.18040
H -2.59955 -1.75953 -0.96693
H -2.66495 0.72921 0.87989
H 0.39766 0.83646 -1.81407
H 0.25426 2.36436 -1.04566
H 2.21560 1.35536 0.37410
H 2.27382 0.15998 -0.98167
H 2.56055 -0.82713 1.13319
H 0.34466 -2.20555 1.92603
*
```

As for the SMILES: S[C@H]1C2=C1CCC=C2. Its relative energy (zero: lowest compared OMol25 entry of this formula, charge and spin) is 435.90 kJ/mol. The value obtained for the orbital gap is 8.95 eV. For the maximum force, the calculation gives 4.9 eV/Å.

Here are the Mulliken charges for atoms 1 to 8, given in e: atom 1 (S): -0.243, atom 2 (C): -0.175, atom 3 (C): -0.161, atom 4 (C): 0.443, atom 5 (C): -0.512, atom 6 (C): -0.491, atom 7 (C): -0.320, atom 8 (C): -0.635


# C7H8S

C7H8S as an isolated structure (ωB97M-V/def2-TZVPD, OMol25).

```
! RIJCOSX wB97M-V def2-TZVPD def2/J DEFGRID3
* xyz 0 1
C 2.00107 -0.29657 0.09900
C 1.33762 -1.28455 -0.57797
C 0.36064 -0.78741 -1.62047
C -1.48113 -0.10869 -0.03953
C -0.26061 0.94635 1.88138
C -0.31097 0.32188 -0.83764
C 0.86974 0.54945 0.15354
S -1.93167 1.08035 1.23083
H 2.82633 -0.32407 0.78045
H 1.00873 -0.31386 -2.40215
H -0.35378 -1.58549 -1.95375
H -2.28321 -0.36524 -0.64123
H -1.16328 -0.99293 0.47588
H -0.14034 0.08302 2.62821
H 0.13742 1.92443 2.24334
H -0.61656 1.15335 -1.41988
*
```

Its relative energy (zero: lowest compared OMol25 entry of this formula, charge and spin) is 567.16 kJ/mol. The value obtained for the orbital gap (spin up / spin down) is 7.90 / 7.90 eV. For the maximum force, the calculation gives 3.6 eV/Å.

Here are the Mulliken charges for atoms 1 to 8, given in e: atom 1 (C): -0.424, atom 2 (C): -0.304, atom 3 (C): -0.236, atom 4 (C): -1.118, atom 5 (C): -0.602, atom 6 (C): 0.019, atom 7 (C): -0.053, atom 8 (S): -0.116


# C7H9B

One molecule with the formula C7H9B (ωB97M-V/def2-TZVPD, OMol25).

```
! RIJCOSX wB97M-V def2-TZVPD def2/J DEFGRID3
* xyz 0 1
C 2.11382 -2.08774 -1.14162
C 1.85623 -0.80453 -1.12412
B 0.20314 -0.10494 -0.76375
C -1.41572 0.14466 -1.21414
C -1.84611 0.99432 -0.23812
C -2.18608 1.01744 1.16806
C -0.81341 1.53177 0.68048
C 0.37650 0.68852 0.52803
H 3.12087 -2.41477 -1.32572
H 1.45624 -2.94532 -1.09830
H 2.59374 -0.03969 -1.19456
H -2.01145 -0.36983 -1.91525
H -2.76027 1.85434 1.53090
H -2.25579 0.15409 1.70532
H -0.66540 2.60281 0.42618
H 0.49108 0.05263 1.39419
H 1.26546 1.31577 0.50434
*
```

As for the SMILES: C=CB1C=C2C[C@H]2C1. Its relative energy (zero: lowest compared OMol25 entry of this formula, charge and spin) is 263.93 kJ/mol. The value obtained for the orbital gap is 8.34 eV. For the maximum force, the calculation gives 5.2 eV/Å.

Here are the Mulliken charges for atoms 1 to 8, given in e: atom 1 (C): -0.647, atom 2 (C): -0.322, atom 3 (B): 0.288, atom 4 (C): -0.753, atom 5 (C): 0.251, atom 6 (C): -0.746, atom 7 (C): 0.097, atom 8 (C): -0.975


# C7H9BO2

One molecule with the formula C7H9BO2 (ωB97M-V/def2-TZVPD, OMol25).

```
! RIJCOSX wB97M-V def2-TZVPD def2/J DEFGRID3
* xyz 0 1
C -0.53010 -3.10873 0.24458
C -0.37010 -1.70447 0.17556
C -0.94781 -0.91829 -0.81664
C -0.59891 0.41538 -0.97477
C 0.30496 0.94493 -0.11480
B 0.53503 2.49581 -0.27442
O 0.32338 3.09676 -1.54881
O 0.82141 3.27170 0.84486
C 0.75510 0.25112 0.99985
C 0.42526 -1.03706 1.16978
H 0.45784 -3.54007 0.07279
H -0.83070 -3.38784 1.29237
H -1.19495 -3.43796 -0.53083
H -1.70293 -1.36366 -1.41217
H -0.80230 0.94451 -1.92823
H -0.04290 4.00741 -1.55122
H 1.36030 4.02287 0.58077
H 1.42868 0.61967 1.71748
H 0.60874 -1.57210 2.05384
*
```

As for the SMILES: Cc1ccc(B(O)O)cc1. Its relative energy (zero: lowest compared OMol25 entry of this formula, charge and spin) is 0.00 kJ/mol. The value obtained for the orbital gap is 9.21 eV. For the maximum force, the calculation gives 4.1 eV/Å.

Here are the Mulliken charges for atoms 1 to 8, given in e: atom 1 (C): -1.291, atom 2 (C): 0.831, atom 3 (C): -0.580, atom 4 (C): -0.393, atom 5 (C): 0.198, atom 6 (B): 0.536, atom 7 (O): -0.588, atom 8 (O): -0.504


# C7H9BrFN2O2

A 2-piece molecular cluster, C7H9BrFN2O2 overall (ωB97M-V/def2-TZVPD, OMol25).

```
! RIJCOSX wB97M-V def2-TZVPD def2/J DEFGRID3
* xyz 1 1
C -3.43370 2.49946 0.69522
C -0.15908 0.53285 0.16379
C -1.37370 -0.00115 0.28299
C 1.03450 -0.20495 -0.20681
C -3.54027 1.23856 0.44222
C 2.29241 0.21651 -0.30411
C 3.56239 -0.70176 -0.37316
N 2.67594 1.57715 -0.37628
N -1.78794 -1.40748 0.15366
O 1.86709 2.44860 -0.26085
O 3.79689 1.87106 -0.63156
F 0.84386 -1.52086 -0.27638
Br -4.78416 -0.00796 0.13356
H -4.29709 3.04639 0.40846
H -2.44776 2.89022 1.06936
H -0.20308 1.54308 0.47102
H 3.32206 -1.74619 -0.11364
H 4.27635 -0.16263 0.31089
H 3.73448 -0.74298 -1.41253
H -1.30920 -1.80137 -0.71644
H -2.78435 -1.58240 -0.03851
H -1.50500 -2.09702 0.87678
*
```

Its relative energy (zero: lowest compared OMol25 entry of this formula, charge and spin) is 143.39 kJ/mol. The value obtained for the orbital gap (spin up / spin down) is 8.35 / 8.35 eV. For the maximum force, the calculation gives 3.5 eV/Å.

Here are the Mulliken charges for atoms 1 to 8, given in e: atom 1 (C): -0.348, atom 2 (C): -0.447, atom 3 (C): -0.317, atom 4 (C): 0.971, atom 5 (C): 0.149, atom 6 (C): -0.157, atom 7 (C): -1.145, atom 8 (N): 1.005


# C7H9BrN2

One molecule with the formula C7H9BrN2 (ωB97M-V/def2-TZVPD, OMol25).

```
! RIJCOSX wB97M-V def2-TZVPD def2/J DEFGRID3
* xyz 0 3
C -1.30842 -1.23882 0.39420
C 0.18342 0.19607 0.02247
C 0.81685 -0.84964 0.63787
C -0.15170 2.58760 -0.87116
C 0.52726 1.95429 -1.94360
C 0.74031 1.41883 -0.54598
C 0.07582 -3.04441 1.41609
N -1.16265 -0.04006 0.00857
N -0.14364 -1.81711 0.78666
Br 2.67830 -1.11398 0.93875
H -2.22193 -1.71565 0.54493
H 0.04329 3.60384 -0.39057
H -1.13921 2.19384 -0.72451
H -0.03552 1.31590 -2.66065
H 1.46391 2.43169 -2.39543
H 1.65591 1.79339 -0.24239
H 0.92673 -2.95169 2.04665
H -0.70563 -3.44189 1.99291
H 0.41872 -3.82214 0.71080
*
```

Its relative energy (zero: lowest compared OMol25 entry of this formula, charge and spin) is 106.72 kJ/mol. The value obtained for the orbital gap (spin up / spin down) is 4.75 / 7.65 eV. For the maximum force, the calculation gives 6.5 eV/Å.

Here are the Mulliken charges for atoms 1 to 8, given in e: atom 1 (C): -0.204, atom 2 (C): 0.736, atom 3 (C): -0.764, atom 4 (C): -0.573, atom 5 (C): -0.452, atom 6 (C): -0.261, atom 7 (C): -0.985, atom 8 (N): -0.508


# C7H9BrN2O2PdS3Sb

C7H9BrN2O2PdS3Sb as an isolated structure (ωB97M-V/def2-TZVPD, OMol25).

```
! RIJCOSX wB97M-V def2-TZVPD def2/J DEFGRID3
* xyz 0 2
Pd -1.02768 -1.47980 0.43591
S -4.60167 0.88889 1.81385
Sb -3.61445 -1.10150 2.20892
S -3.10090 -2.39827 0.29273
S -1.25477 -1.06428 2.65533
O 4.95383 0.14870 1.06375
C 3.67214 -0.18340 0.84524
C 2.73622 0.68663 0.29092
C 1.44504 0.24176 0.12515
N 1.04115 -0.98940 0.46477
C 1.95309 -1.81629 0.97186
Br 1.40573 -3.57985 1.37454
C 3.26932 -1.46980 1.18498
H 5.11980 1.06037 0.79856
H 3.00311 1.69385 -0.00139
H 0.68384 0.88283 -0.29622
H 3.97359 -2.17501 1.59905
C -2.33884 1.36947 -2.83133
C -1.83700 0.74248 -1.56202
N -2.09587 1.39371 -0.41190
O -1.19602 -0.31223 -1.60620
H -2.81220 2.33489 -2.66829
H -3.05774 0.68165 -3.27638
H -1.50997 1.47620 -3.52891
H -2.82283 2.09032 -0.39862
H -1.98694 0.87808 0.45571
*
```

Its relative energy (zero: lowest compared OMol25 entry of this formula, charge and spin) is 8.89 kJ/mol. The value obtained for the orbital gap (spin up / spin down) is 6.72 / 6.17 eV. For the maximum force, the calculation gives 0.5 eV/Å.

Here are the Mulliken charges for atoms 1 to 8, given in e: atom 1 (Pd): 0.385, atom 2 (S): -0.564, atom 3 (Sb): 0.710, atom 4 (S): -0.426, atom 5 (S): -0.458, atom 6 (O): -0.525, atom 7 (C): 1.141, atom 8 (C): -0.670


# C7H9BrN2S

One molecule with the formula C7H9BrN2S (ωB97M-V/def2-TZVPD, OMol25).

```
! RIJCOSX wB97M-V def2-TZVPD def2/J DEFGRID3
* xyz 0 1
C -0.44531 -2.48459 -0.83544
C -0.45972 -1.18917 -1.05647
C 0.41860 -0.34761 -0.17406
N 1.22811 0.42605 -1.10291
N 2.38988 1.05123 -0.55686
C -0.58120 0.74678 0.67630
S -0.76780 0.50128 2.34716
C -1.96835 1.76018 2.42457
C -2.19996 2.30955 1.18455
C -1.43413 1.69819 0.18428
Br -1.36581 2.23821 -1.63657
H -1.06891 -3.31251 -1.30155
H 0.20430 -2.90524 -0.09863
H -1.22427 -0.84772 -1.62886
H 1.13420 -0.93960 0.43102
H 1.56983 -0.01162 -1.93845
H 2.21731 1.91831 -0.06348
H 2.89944 0.47757 0.16768
H -2.54580 2.01528 3.24619
H -2.91589 3.04593 1.11678
*
```

As for the SMILES: C=C[C@@H](NN)c1sccc1Br. Its relative energy (zero: lowest compared OMol25 entry of this formula, charge and spin) is 50.39 kJ/mol. The value obtained for the orbital gap is 9.45 eV. For the maximum force, the calculation gives 3.7 eV/Å.

Here are the Mulliken charges for atoms 1 to 8, given in e: atom 1 (C): -0.854, atom 2 (C): -0.277, atom 3 (C): -0.138, atom 4 (N): -0.013, atom 5 (N): -0.800, atom 6 (C): 0.283, atom 7 (S): -0.187, atom 8 (C): -0.539


Which E belongs to each record? In order, -11480.0541 -22315.0964 -24360.9602 -18220.1658 -18218.7951 -18217.4348 -8075.8975 -12178.5839 -87223.8672 -80421.6680 -127047.6127 -91259.7800 eV.